No. 1
Computed, not measured: a structure of composition C20H21As2BaBrF6N3O at a distorted geometry, with wB97M-V/def2-TZVPD.

HOMO-LUMO gap (alpha / beta): 6.07 / 2.06 eV
DFT total energy: -236306.094 eV
Total charge: +2
Spin multiplicity: 2
Expectation value of S²: 0.783
Strongest force on any atom: 6.054 eV/A
Energy relative to the best compared isomer or geometry (same formula, charge and spin): 2.3355 eV

Structure (XYZ):
```
55
C20H21As2BaBrF6N3O wB97M-V/def2-TZVPD
Ba -0.707 -0.357 -0.537
Br -4.795 5.799 0.197
As 0.560 -1.339 -3.814
As -2.524 -2.601 0.171
F -2.580 -3.127 1.763
F -2.598 -0.915 0.721
F -0.758 -2.485 0.304
F -2.315 -1.866 -1.438
F -4.202 -2.552 -0.039
F -2.321 -4.115 -0.537
O 0.300 -0.235 -2.530
N -0.194 0.172 2.402
N -2.335 2.110 -0.410
N 1.863 0.389 0.547
C -0.112 -3.069 -3.416
C 0.404 -0.207 5.120
C -2.615 4.203 0.708
C 1.098 0.106 2.845
C 4.204 0.622 0.051
C 3.501 0.262 2.315
C 2.856 0.571 -0.315
C -0.892 -0.145 4.694
C 4.522 0.454 1.368
C -1.134 0.053 3.333
C -3.489 2.256 -1.094
C -3.839 4.369 -0.031
C 1.441 -0.069 4.179
C 3.809 0.078 3.713
C -0.260 -0.729 -5.403
C 2.822 -0.092 4.605
C 2.187 0.254 1.861
C 2.414 -1.519 -4.128
C -4.289 3.360 -0.959
C -1.918 3.050 0.468
H -2.273 4.951 1.411
H 4.846 0.079 4.026
H 3.044 -0.239 5.655
H -5.211 3.478 -1.512
H 0.653 -0.356 6.164
H 2.879 -1.897 -3.220
H -1.716 -0.254 5.385
H 2.600 -2.211 -4.948
H -3.762 1.449 -1.762
H 2.566 0.694 -1.354
H -2.158 0.106 2.978
H 5.552 0.473 1.704
H 0.296 -3.755 -4.158
H -1.335 -0.677 -5.252
H 0.134 0.258 -5.631
H 4.967 0.782 -0.699
H -1.196 -3.076 -3.467
H -0.040 -1.413 -6.220
H 0.217 -3.375 -2.426
H 2.822 -0.542 -4.374
H -0.989 2.839 0.986
```



No. 2
Computed, not measured: a structure of composition C9H36NO13 at a distorted geometry, with wB97M-V/def2-TZVPD.

HOMO-LUMO gap: 6.93 eV
DFT total energy: -38006.590 eV
Total charge: -1
Strongest force on any atom: 17.235 eV/A

Structure (XYZ):
```
59
C9H36NO13 wB97M-V/def2-TZVPD
O -0.696 1.903 2.800
O -1.861 -0.804 -4.219
O -1.545 -1.356 0.577
O 2.666 -1.402 3.190
O 1.276 1.884 1.115
O 2.032 0.272 2.255
O 2.065 0.085 0.067
O 0.917 1.130 -2.504
O 2.448 2.078 3.261
O 0.279 0.273 3.271
O 3.553 -1.229 0.445
O 3.112 0.827 -1.336
O -0.234 1.994 -0.504
N -2.915 -0.315 -1.750
C -0.944 -0.178 -5.179
C 0.928 -0.139 4.507
C -2.659 -0.473 0.695
C 0.507 -0.117 -1.935
C -3.579 -0.585 -0.502
C -0.497 -1.155 1.631
C 1.662 0.757 1.176
C -3.165 -0.188 -4.194
C -3.852 -0.477 -2.894
H -0.834 -1.215 2.666
H -0.511 -0.153 -1.546
H 1.875 1.140 -2.559
H 0.690 0.676 5.191
H 1.989 -0.371 4.415
H -3.239 -0.860 1.533
H 4.336 -0.717 0.241
H 2.274 2.050 4.202
H -3.085 0.899 -4.240
H 3.319 -1.658 2.538
H 0.108 -0.246 -4.900
H 0.151 1.855 0.362
H -4.164 -1.488 -0.676
H 4.031 0.606 -1.180
H 2.534 1.160 3.005
H -4.632 0.282 -2.846
H 0.247 -0.391 1.405
H 0.239 -1.953 1.536
H -0.289 1.238 3.355
H 2.375 -0.534 2.910
H 0.684 -0.769 -2.791
H -1.066 -0.753 -6.096
H 0.943 -0.023 2.644
H -1.291 0.838 -5.368
H 0.431 1.677 -1.116
H 3.866 -1.928 1.018
H 0.359 -0.944 4.974
H 1.183 -0.467 -1.155
H -4.415 0.106 -0.390
H -2.145 -0.965 -1.810
H 2.534 -0.692 0.379
H -3.740 -0.604 -5.020
H -4.299 -1.466 -2.990
H -2.397 0.557 0.938
H -0.208 1.860 1.977
H 2.647 0.467 -0.581
```



No. 3
Computed, not measured: a cluster of 2 separate species, C4H10N2O in total at a distorted geometry, with wB97M-V/def2-TZVPD.

HOMO-LUMO gap: 9.60 eV
DFT total energy: -9334.218 eV
Strongest force on any atom: 3.133 eV/A
Energy relative to the best compared isomer or geometry (same formula, charge and spin): 4.7691 eV

Structure (XYZ):
```
17
C4H10N2O wB97M-V/def2-TZVPD
O 0.466 1.199 -1.468
N 0.599 0.208 1.457
N 0.367 2.450 -0.752
C -1.169 -0.691 -0.124
C 1.355 -1.405 -0.235
C -2.168 -0.254 0.652
C 0.371 -0.444 0.376
H -3.203 -0.513 0.457
H 1.078 -1.639 -1.265
H -0.468 0.732 -1.460
H 1.219 2.424 -0.182
H 1.390 -2.324 0.353
H -1.974 0.402 1.497
H 2.349 -0.948 -0.240
H -1.346 -1.485 -0.842
H -0.385 2.287 -0.072
H 1.520 0.002 1.849
```



No. 4
Computed, not measured: a cluster of 2 separate species, C6H15NO in total at a distorted geometry, with wB97M-V/def2-TZVPD.

HOMO-LUMO gap: 9.27 eV
DFT total energy: -10001.633 eV
Strongest force on any atom: 2.479 eV/A
Energy relative to the best compared isomer or geometry (same formula, charge and spin): 2.1246 eV

Structure (XYZ):
```
23
C6H15NO wB97M-V/def2-TZVPD
O -0.963 -0.479 0.741
N 2.352 -0.641 -0.439
C -1.151 -0.499 -2.407
C -2.147 -1.062 -1.352
C -2.108 -0.240 -0.098
C 1.513 0.582 1.484
C 1.782 0.507 0.154
C 0.930 1.828 2.161
H -1.904 -2.145 -1.081
H -2.160 0.819 -0.360
H -0.210 1.816 2.139
H -0.139 -0.189 0.339
H -1.624 0.366 -2.897
H 1.247 2.747 1.656
H 2.602 -1.331 0.240
H 3.156 -0.472 -1.097
H 1.554 -0.343 2.089
H 1.837 1.396 -0.477
H -2.936 -0.481 0.508
H -3.211 -1.041 -1.707
H -0.857 -1.285 -3.116
H -0.228 -0.103 -1.961
H 1.205 1.864 3.224
```